(1)
A 2-piece molecular cluster, C11H18BN4O3 overall in a non-equilibrium geometry. Source: OMol25; level of theory: wB97M-V/def2-TZVPD.

- strongest force on any atom (eV/A) = 1.98
- gap between HOMO and LUMO (eV) = 7.9
- electronic energy (hartree) = -899.34926

Geometry as ORCA input:
```
! wB97M-V def2-TZVPD RIJCOSX def2/J DEFGRID3
* xyz 1 1
C -0.523 0.878 -1.905
H 1.897 3.699 -0.995
H -1.553 2.240 -3.232
C -0.219 -4.193 3.719
H -1.473 -0.667 -0.800
H 1.071 3.311 0.497
C 1.880 2.994 -0.160
B 0.942 1.532 -1.808
H 3.175 0.558 -1.768
H 0.509 -1.014 2.563
N -2.453 1.104 -0.493
C -2.495 2.034 -1.467
H 3.840 1.495 -0.459
C 2.994 0.878 -0.742
C -1.172 0.358 -0.606
H -0.498 -5.938 2.422
H 0.125 -2.257 4.689
H -4.409 2.583 -1.231
C 0.081 -2.736 3.720
O 0.407 -2.153 0.235
H 2.802 3.131 0.391
N -3.517 2.878 -1.584
O 1.428 2.073 -2.988
H -0.115 -4.691 0.298
H -2.686 1.481 0.415
C 0.285 -2.074 2.584
O -0.407 -4.793 4.750
H 1.402 1.409 -3.684
H -3.436 3.793 -1.988
N -1.430 2.002 -2.259
C 0.220 -2.761 1.272
C -0.076 -4.212 1.268
H 3.020 -0.022 -0.134
C -0.280 -4.878 2.401
N 1.713 1.590 -0.581
H -0.568 0.301 0.289
H -0.482 0.069 -2.631
*
```

Here are the natural (NBO) charges for atoms 1 to 8, given in e: atom 1 (C): -0.410, atom 2 (H): 0.187, atom 3 (H): 0.431, atom 4 (C): 0.466, atom 5 (H): 0.224, atom 6 (H): 0.190, atom 7 (C): -0.410, atom 8 (B): 1.200



(2)
C33H37N8O9P2S4Sr as an isolated structure. Source: OMol25; level of theory: wB97M-V/def2-TZVPD.

- strongest force on any atom (eV/A) = 0.71
- energy relative to the best compared isomer or geometry (same formula, charge and spin) (kJ/mol) = 76.7
- gap between HOMO and LUMO (eV) = 6.5
- electronic energy (hartree) = -4701.70331

Geometry as ORCA input:
```
! wB97M-V def2-TZVPD RIJCOSX def2/J DEFGRID3
* xyz -1 1
H -3.055 7.846 -0.220
S -2.270 4.198 -5.082
C -1.377 -3.010 -3.563
H 5.218 2.406 -0.383
C -1.925 -2.604 -4.828
H 4.739 2.128 1.285
C -1.230 -0.640 -2.931
H -0.137 4.209 -2.177
N -2.302 0.532 0.644
C -0.522 0.626 4.302
C -1.142 -4.353 -3.231
C -0.923 5.738 -3.558
H 3.772 0.723 -2.122
H 0.415 -5.459 4.032
H 1.567 4.200 3.533
Sr 0.104 -0.712 0.811
O -2.604 -1.582 2.720
C -1.413 3.475 -3.767
N -0.896 0.263 -1.996
H -4.095 -2.605 4.284
C -3.278 -2.922 4.926
O 4.779 -1.240 1.206
C 3.800 0.792 -0.091
H 0.835 -8.447 0.434
H -0.460 6.608 -3.114
C -1.858 -2.534 2.964
N -0.280 0.823 2.964
N 0.766 2.381 4.118
C -1.814 1.101 -4.477
O 0.991 -4.202 1.797
S -0.250 4.393 0.626
H -2.192 -3.374 -5.543
O 2.777 -0.049 2.352
C -0.240 -4.649 3.750
H -2.947 0.336 -0.111
C -0.431 5.939 -0.064
H -0.088 -9.584 -1.743
C -1.314 -4.321 4.478
H -1.159 -0.174 4.642
H 0.608 -5.839 0.338
C 0.284 -6.500 -0.457
H -3.588 -3.779 5.524
O -1.690 6.411 0.069
C -2.002 7.695 -0.450
S -0.665 -7.397 -2.652
H -2.095 1.527 0.631
N -0.792 -2.861 2.204
O 2.627 1.918 -2.143
H 0.165 1.775 6.090
N -0.491 -2.352 -1.421
C -2.085 -1.298 -5.130
S 0.741 6.815 -0.872
H -2.022 6.619 -5.242
H 2.666 3.184 4.497
N 4.138 0.058 -1.377
H 0.904 2.306 2.000
H -2.157 1.415 -5.457
H 5.124 -0.177 -1.436
C -0.747 4.425 -3.045
P 2.354 1.857 -0.664
C -0.993 1.534 -2.283
C 0.039 -3.895 2.530
C 1.633 3.511 4.374
C 0.118 1.582 5.033
O 2.440 -1.450 0.217
C -1.722 5.765 -4.657
H -1.389 8.465 0.019
O 1.062 1.266 -0.190
C -0.286 -6.064 -1.620
C -1.726 -0.274 -4.189
H -2.482 -0.998 -6.093
H 1.775 3.745 0.162
H 5.866 1.001 0.518
H 4.738 -1.990 1.812
C -0.574 -4.680 -2.022
H 1.304 4.023 5.277
N -2.146 -3.305 4.106
C -0.061 -8.530 -1.522
C -1.425 2.027 -3.535
H -1.590 -4.840 5.388
C 0.410 -7.915 -0.405
C 4.989 1.631 0.350
C 0.501 1.877 2.901
C -1.036 -2.037 -2.615
H -1.836 7.736 -1.527
H -1.405 -5.122 -3.949
P 3.306 -0.547 1.062
H 0.198 -3.819 -0.177
O 2.628 3.236 0.064
C -0.260 -3.616 -1.141
H 3.569 -0.800 -1.382
H -0.704 2.223 -1.495
H -3.031 -2.091 5.591
H -2.744 0.298 1.526
*
```

Here are the Löwdin charges for atoms 1 to 8, given in e: atom 1 (H): 0.085, atom 2 (S): 1.014, atom 3 (C): -0.142, atom 4 (H): 0.087, atom 5 (C): -0.033, atom 6 (H): 0.086, atom 7 (C): -0.150, atom 8 (H): 0.070



(3)
C14H17HfN3S as an isolated structure in a non-equilibrium geometry. Source: OMol25; level of theory: wB97M-V/def2-TZVPD.

- strongest force on any atom (eV/A) = 3.10
- energy relative to the best compared isomer or geometry (same formula, charge and spin) (kJ/mol) = 8.2
- gap between HOMO and LUMO (eV) = 7.6
- electronic energy (hartree) = -1153.58790

Geometry as ORCA input:
```
! wB97M-V def2-TZVPD RIJCOSX def2/J DEFGRID3
* xyz 2 1
H -4.836 1.481 1.164
C -3.302 0.248 2.084
C -1.650 1.104 0.037
C 2.811 -0.685 2.309
H -3.917 -0.103 2.921
C -0.768 1.387 -1.098
H 1.524 1.684 -4.190
H 2.252 -1.816 -1.591
H 2.896 -2.612 -0.135
C -2.984 1.544 0.078
H -3.335 2.196 -0.728
H 2.115 0.180 -2.295
C -1.995 -0.223 1.949
C 2.572 -1.660 -0.560
C 1.430 -1.347 2.442
N -1.159 0.209 0.965
C -0.255 2.459 -3.197
C -3.810 1.124 1.112
H 3.474 -1.042 -0.646
H -0.499 3.181 -3.963
H 0.600 -0.554 2.319
N 0.419 0.675 -1.168
C 1.204 0.784 -2.283
Hf 0.801 -0.840 0.395
C 0.872 1.647 -3.322
H 2.796 0.237 1.692
C -1.092 2.304 -2.100
H 1.140 -1.685 3.436
H -1.583 -0.970 2.632
N -0.334 -2.559 0.198
H 3.125 -0.350 3.305
H 3.585 -1.351 1.915
H -1.981 2.921 -1.964
C -0.607 -2.659 -0.989
H 1.322 -2.272 1.808
S -0.832 -2.638 -2.532
*
```

Here are the natural (NBO) charges for atoms 1 to 8, given in e: atom 1 (H): 0.267, atom 2 (C): -0.207, atom 3 (C): 0.260, atom 4 (C): -0.633, atom 5 (H): 0.272, atom 6 (C): 0.176, atom 7 (H): 0.271, atom 8 (H): 0.263



(4)
The molecule C4H6N2S in a non-equilibrium geometry. Source: OMol25; level of theory: wB97M-V/def2-TZVPD.

- strongest force on any atom (eV/A) = 1.93
- energy relative to the best compared isomer or geometry (same formula, charge and spin) (kJ/mol) = 230.1
- gap between HOMO and LUMO (eV) = 9.5
- electronic energy (hartree) = -663.64088

Geometry as ORCA input:
```
! wB97M-V def2-TZVPD RIJCOSX def2/J DEFGRID3
* xyz 0 1
H 1.485 1.515 0.074
C 1.019 0.549 -0.059
C -0.927 -0.811 0.889
H -1.173 -1.259 1.842
S 2.105 -0.841 -0.303
N -1.321 -1.364 -0.196
H -1.596 -0.458 -1.939
H 2.786 -0.712 0.870
N -0.857 -0.548 -1.243
H -0.544 1.544 -1.364
H -0.427 1.247 1.474
C -0.285 0.656 -0.789
C -0.264 0.482 0.744
*
```

Here are the natural (NBO) charges for atoms 1 to 8, given in e: atom 1 (H): 0.228, atom 2 (C): -0.379, atom 3 (C): 0.007, atom 4 (H): 0.207, atom 5 (S): 0.011, atom 6 (N): -0.207, atom 7 (H): 0.381, atom 8 (H): 0.125